Formula: C49H44N6O2SSbV
Source: the OMol25 dataset
Level of theory: the ωB97M-V functional and the def2-TZVPD basis

Properties
Total charge: +1
HOMO energy (alpha / beta): -9.59 / -10.35 eV
Multiplicity: 4
⟨S²⟩: 3.770
Frontier orbital gap (alpha / beta): 0.24455 / 0.26247 Eh
Total energy: -3955.07185 hartree

```
104
Properties=species:S:1:pos:R:3:mulliken_charge:R:1
V -0.0348 0.3309 -0.0649 -0.543
C -1.1873 -3.9149 0.2756 -1.079
C 0.0437 -4.5071 0.5174 -1.074
C 1.1706 -3.7052 0.6085 -0.535
C 1.0284 -2.3339 0.4583 0.639
N -0.1671 -1.7730 0.1985 1.417
C -1.2450 -2.5385 0.1161 -0.522
C 2.1818 -1.3826 0.5661 -0.102
C 3.4951 -1.7203 0.8771 -0.866
C 4.4501 -0.7179 0.9275 -1.374
C 4.0967 0.6017 0.6851 -0.709
C 2.7696 0.8953 0.3996 0.642
N 1.8659 -0.0953 0.3534 1.360
C 2.1887 2.2637 0.1884 -0.123
C 2.9102 3.4281 0.4123 -0.688
C 2.2600 4.6477 0.3149 -0.834
C 0.9095 4.6724 0.0039 -1.242
C 0.2587 3.4666 -0.2173 -0.415
N 0.8833 2.2972 -0.1448 0.915
H -2.0900 -4.5006 0.1861 0.499
H 0.1308 -5.5774 0.6293 0.503
H 2.1406 -4.1406 0.7874 0.533
H -2.1693 -2.0166 -0.1118 0.447
H 3.7712 -2.7443 1.0778 0.544
H 5.4745 -0.9641 1.1582 0.501
H 4.8437 1.3793 0.7230 0.546
H 3.9559 3.3843 0.6723 0.470
H 2.7989 5.5649 0.4973 0.466
H 0.3601 5.5977 -0.0689 0.567
H -0.7954 3.4216 -0.4690 0.546
O -4.0748 0.5982 0.3011 -0.730
C -2.8659 0.7411 0.3561 -0.026
O -2.0076 0.4474 -0.5601 -0.101
C -2.2187 1.3600 1.5929 0.302
C -2.9446 2.1474 2.4751 -0.872
C -2.2740 2.7775 3.5082 -0.548
C -0.9073 2.5726 3.6454 -1.502
C -0.2671 1.7450 2.7405 -0.245
N -0.9023 1.1665 1.7247 1.594
H -4.0085 2.2493 2.3177 0.609
H -2.8074 3.4138 4.1998 0.496
H -0.3403 3.0341 4.4381 0.534
H 0.7909 1.5263 2.8315 0.470
N -1.5248 -3.6369 4.0502 -0.405
C -1.1364 -2.4401 4.5487 0.168
S -0.0955 -1.4663 3.6751 -0.188
N -1.6460 -2.1695 5.7710 -0.124
C -1.5253 -0.9886 6.5424 -0.134
C -1.3066 -1.1262 7.9056 -0.600
C -1.2433 -0.0018 8.7127 -0.543
C -1.3856 1.2585 8.1565 -0.783
C -1.6026 1.3848 6.7926 -0.441
C -1.6821 0.2672 5.9792 0.566
H -1.2301 -3.8599 3.1156 0.159
H -2.2701 -4.1723 4.4618 0.194
H -2.0846 -2.9404 6.2563 0.275
H -1.1793 -2.1106 8.3329 0.393
H -1.0774 -0.1142 9.7728 0.378
H -1.3345 2.1381 8.7827 0.403
H -1.7280 2.3664 6.3602 0.277
H -1.8683 0.3582 4.9233 0.457
C 3.0125 -1.1655 -3.3214 -1.444
C 2.7077 -0.1281 -4.3691 0.526
C 3.6374 0.0820 -5.3806 -0.864
C 3.4039 1.0043 -6.3858 -0.746
C 2.2317 1.7359 -6.3839 -0.892
C 1.2954 1.5381 -5.3839 -0.456
C 1.5138 0.6132 -4.3738 1.043
Sb 0.0434 0.0894 -2.9099 1.184
C -0.5892 -1.7124 -3.8299 0.165
C -0.3018 -2.8744 -3.1174 -0.522
C -0.6050 -4.1281 -3.6222 -0.907
C -1.2105 -4.2252 -4.8638 -0.837
C -1.4800 -3.0759 -5.5849 -0.644
C -1.1660 -1.8097 -5.0949 1.111
C -1.4248 -0.6248 -5.9758 -1.289
C -1.3386 1.6552 -3.3561 1.874
C -0.7483 2.9186 -3.3782 -1.171
C -1.5023 4.0708 -3.5175 -0.951
C -2.8807 3.9630 -3.6212 -0.942
C -3.4729 2.7139 -3.5833 -0.656
C -2.7253 1.5467 -3.4440 0.713
C -3.4675 0.2453 -3.3716 -1.710
H 4.0793 -1.3828 -3.2909 0.533
H 2.4906 -2.1017 -3.5291 0.366
H 2.7148 -0.8366 -2.3209 -0.053
H 4.5556 -0.4889 -5.3775 0.450
H 4.1353 1.1469 -7.1670 0.396
H 2.0376 2.4573 -7.1645 0.467
H 0.3774 2.1154 -5.4127 0.380
H 0.1858 -2.8064 -2.1513 0.325
H -0.3707 -5.0162 -3.0522 0.506
H -1.4654 -5.1908 -5.2767 0.391
H -1.9418 -3.1543 -6.5607 0.481
H -2.3927 -0.7178 -6.4650 0.548
H -0.6621 -0.5667 -6.7532 0.422
H -1.4104 0.3220 -5.4339 -0.238
H 0.3321 3.0159 -3.2973 0.661
H -1.0193 5.0376 -3.5473 0.520
H -3.4923 4.8468 -3.7354 0.430
H -4.5482 2.6317 -3.6543 0.503
H -4.0488 0.2092 -2.4516 0.407
H -2.8034 -0.6207 -3.3733 -0.175
H -4.1526 0.1518 -4.2145 0.573
```


Formula: C7H12
Source: the OMol25 dataset
Level of theory: the ωB97M-V functional and the def2-TZVPD basis

Properties
Total charge: 0
HOMO energy: -8.12 eV
SMILES string: C=C(C)CC1=CC1.[H][H]
Frontier orbital gap: 0.33474 Eh
Total energy: -273.70594 hartree

```
19
Properties=species:S:1:pos:R:3:mulliken_charge:R:1
C -2.3065 -0.4649 0.0591 -1.389
C -1.0512 0.3345 0.2476 0.429
C -0.2486 0.9145 -0.9213 -0.368
C 1.0446 0.3118 -0.5206 0.407
C 1.7638 -0.7310 -0.7645 -0.758
C 2.4511 0.3615 -0.0256 -0.512
C -0.4922 0.5824 1.4335 -0.731
H -2.3063 -1.1731 -0.7683 0.362
H -3.0604 0.3065 -0.1677 0.382
H -2.6294 -0.9703 0.9796 0.342
H -0.2890 -2.1231 0.7549 0.038
H -0.4779 0.5185 -1.9205 0.294
H -0.2563 2.0040 -0.9459 0.258
H 1.9654 -1.2299 -1.6901 0.266
H 0.4301 -1.9659 0.8141 -0.041
H 3.1867 0.9280 -0.6036 0.227
H 2.6621 0.2714 1.0371 0.204
H -0.0344 1.5522 1.6232 0.291
H -0.5471 -0.1041 2.2582 0.302
```


Formula: C26H33BF4IrN4OS
Source: the OMol25 dataset
Level of theory: the ωB97M-V functional and the def2-TZVPD basis

Properties
Total charge: +2
HOMO energy (alpha / beta): -13.73 / -13.80 eV
Multiplicity: 2
⟨S²⟩: 0.822
Frontier orbital gap (alpha / beta): 0.17844 / 0.20590 Eh
Total energy: -2231.24938 hartree

```
71
Properties=species:S:1:pos:R:3:mulliken_charge:R:1
Ir -0.7647 0.5697 -0.5687 3.698
C -1.0369 -0.4689 2.2641 -0.057
C -1.7173 0.8695 2.4039 -0.853
N -1.3969 1.7359 1.2306 -0.478
C -2.4414 2.7173 0.9176 -0.821
C -3.6955 2.0126 0.4566 -1.179
S -3.3369 0.5931 -0.6100 0.221
C -3.6846 -0.8367 0.4591 -0.835
C -2.4732 -1.7291 0.6184 -0.720
N -1.2238 -0.9919 0.9094 -0.397
H -1.4031 -1.1646 3.0212 0.708
H 0.0283 -0.3435 2.4184 -0.558
H -1.3857 1.3352 3.3321 0.547
H -2.7969 0.7698 2.4703 0.354
H -0.5466 2.2534 1.4358 -0.040
H -2.0555 3.3635 0.1344 0.611
H -2.6625 3.3406 1.7854 0.574
H -4.2916 2.7014 -0.1404 0.580
H -4.3355 1.6745 1.2701 0.574
H -4.4530 -1.4087 -0.0604 0.663
H -4.1032 -0.4769 1.3968 0.577
H -2.3181 -2.2730 -0.3019 0.156
H -2.6642 -2.4598 1.4071 0.625
H -0.4555 -1.6387 0.7039 0.029
C 2.0719 -0.4222 -1.8171 -1.799
N 0.8765 0.4460 -1.9650 0.266
C 0.6692 1.0610 -3.0846 0.216
C -0.4347 1.8952 -3.1473 -0.185
C -0.9527 2.7249 -4.1445 -1.176
C -2.0896 3.2873 -3.6116 -1.119
C -2.2231 2.7835 -2.2950 -0.074
N -1.2109 1.9530 -2.0083 0.690
C 1.7566 -1.8994 -1.7916 0.733
C 1.9582 -2.6276 -0.6289 -0.304
C 1.7226 -3.9995 -0.6095 -0.784
C 1.2827 -4.6376 -1.7575 -0.620
C 1.1115 -3.9141 -2.9300 -0.599
C 1.3318 -2.5464 -2.9417 -0.294
H 2.5546 -0.1521 -0.8830 0.067
H 2.7544 -0.2054 -2.6383 0.814
H 1.3461 0.9636 -3.9274 0.497
H -0.5302 2.8819 -5.1255 0.548
H -2.7756 3.9739 -4.0845 0.506
H -3.0053 3.0244 -1.5969 0.246
H 2.3429 -2.1275 0.2521 0.774
H 1.9100 -4.5711 0.2916 0.461
H 1.0646 -5.6979 -1.7395 0.426
H 0.7923 -4.4142 -3.8340 0.442
H 1.1555 -1.9865 -3.8559 0.347
C 1.8518 2.6998 1.4205 -2.188
C 1.9044 1.2004 1.5080 0.703
O 1.1794 0.5239 0.7560 -0.826
C 2.7854 0.5557 2.4841 1.333
C 2.6883 -0.8255 2.7002 0.377
C 3.5254 -1.4533 3.6009 -1.277
C 4.4667 -0.7045 4.3040 -0.459
C 4.5507 0.6704 4.1220 -0.947
C 3.7161 1.3006 3.2164 -0.854
H 1.2125 3.0122 0.5943 0.435
H 2.8468 3.1164 1.2626 0.585
H 1.4844 3.1147 2.3651 0.424
H 1.9467 -1.3945 2.1567 0.270
H 3.4506 -2.5213 3.7624 0.456
H 5.1389 -1.1976 4.9952 0.434
H 5.2689 1.2497 4.6883 0.437
H 3.8069 2.3705 3.0764 0.385
F -1.7617 -0.5311 -3.7858 -0.308
B -2.0610 -1.5551 -2.9037 0.172
F -1.0955 -1.3436 -1.7069 -0.631
F -1.8290 -2.8110 -3.3557 -0.225
F -3.3418 -1.4152 -2.3408 -0.357
```